Computed, not measured: 10 unconnected molecules or ions with the total composition C38H102N6O13 at a distorted geometry, with ωB97M-V/def2-TZVPD.

```
159
Properties=species:S:1:pos:R:3:forces:R:3:lowdin_charge:R:1
C -2.15920 -1.66797 1.48082 0.842 -1.418 -0.215 -0.115
O -1.90683 -0.37961 1.04396 -0.179 0.518 -0.286 -0.201
C -0.68073 0.09101 1.52737 0.768 -1.128 0.727 -0.211
C -0.44759 1.45683 1.01503 -0.195 1.294 -0.079 -0.425
C -0.09693 1.52048 -0.46960 0.308 0.768 -0.105 -0.031
N 0.49856 2.22863 1.79420 0.746 0.212 1.292 0.065
H -1.30640 -2.34300 1.16786 -0.894 0.322 0.136 0.105
H -3.10539 -2.03273 1.04864 0.362 0.167 0.186 0.098
H -2.16720 -1.71344 2.57325 -0.229 -0.073 0.156 0.071
H -0.62223 0.00848 2.64337 -0.294 0.365 -0.537 0.147
H 0.15306 -0.53025 1.16966 -0.031 -0.418 -0.083 0.120
H -1.37217 1.99571 1.15444 -0.662 0.159 -0.004 0.120
H 0.96626 1.42486 -0.63552 0.549 -0.152 0.280 0.045
H -0.32933 2.53386 -0.87102 -0.198 -0.807 0.115 0.095
H -0.52587 0.71614 -1.05885 -0.563 0.111 -0.040 0.081
H 0.30237 2.26851 2.80826 -0.670 -0.155 -0.462 0.070
H 1.41291 1.81042 1.87645 0.496 -0.232 -0.906 0.063
C 0.42534 -0.34086 -4.91051 0.143 1.580 -1.081 -0.077
O -0.88958 -0.03660 -5.43514 1.713 -0.463 1.056 -0.172
C -1.62436 -1.22937 -5.50158 -3.147 2.378 -1.322 -0.212
C -3.00400 -0.85631 -6.21404 1.842 1.223 0.902 -0.397
C -2.86965 -0.38985 -7.67349 -0.945 -1.464 0.707 -0.051
N -3.76142 0.12790 -5.41084 0.631 0.387 0.650 0.033
H 0.56291 -0.39534 -3.85560 -0.806 -0.129 1.187 0.068
H 1.18732 0.40432 -5.20184 -0.705 0.012 -0.344 0.093
H 0.71879 -1.25917 -5.32845 0.629 -1.348 -0.518 0.061
H -1.27278 -1.93763 -6.19100 1.541 -1.310 -0.536 0.102
H -1.91127 -1.62685 -4.53809 0.386 -0.294 0.485 0.121
H -3.48202 -1.78398 -6.10553 -1.380 -1.248 -0.309 0.105
H -3.79645 0.08987 -7.93106 -0.590 -0.099 -0.346 0.065
H -2.58702 -1.14145 -8.43329 -0.153 0.179 0.600 0.086
H -2.17913 0.37727 -7.66309 1.791 1.623 -0.237 0.039
H -3.18170 0.93911 -5.05289 -0.493 -1.292 -1.054 0.092
H -3.93672 -0.37878 -4.54772 -0.455 0.337 0.261 0.020
C 3.18909 2.60435 -2.11872 0.171 0.408 -0.119 -0.104
O 3.13088 1.26163 -1.65795 0.912 0.469 0.334 -0.216
C 4.38885 0.85749 -1.13314 -0.211 -1.117 -0.454 -0.200
C 4.27612 -0.62345 -0.63566 0.181 0.716 -0.039 -0.391
C 3.30419 -0.76769 0.54233 1.604 -0.468 0.042 -0.035
N 5.62238 -1.07603 -0.27834 -0.940 -0.633 0.671 0.048
H 3.34855 3.35404 -1.26751 0.118 -0.984 -1.049 0.098
H 2.19663 2.80323 -2.53381 0.216 0.124 -0.078 0.080
H 3.96835 2.68611 -2.95021 -0.837 0.181 1.122 0.107
H 5.18816 0.90130 -1.92483 -0.646 -0.019 0.341 0.129
H 4.74205 1.52375 -0.32592 -0.290 -0.163 -0.010 0.107
H 3.91590 -1.27900 -1.45402 0.055 0.557 0.251 0.128
H 2.33645 -0.50297 0.22599 -1.318 0.272 -0.338 0.048
H 3.59347 -0.12864 1.37353 0.105 0.285 0.108 0.069
H 3.31596 -1.79420 0.92373 -0.164 0.256 -0.180 0.056
H 5.86271 -0.85159 0.67708 0.094 0.225 -0.026 0.080
H 6.27455 -0.68152 -0.90807 0.969 0.334 -0.471 0.056
C 3.46972 6.12772 0.27911 0.393 -0.339 0.275 -0.109
O 3.35292 4.89263 1.01069 -0.167 0.294 -0.213 -0.229
C 4.57523 4.33578 1.50563 -0.332 1.507 0.143 -0.228
C 4.33763 3.07071 2.29170 -1.628 1.027 -0.976 -0.226
N 3.44894 3.36488 3.40645 -0.005 -0.651 0.144 -0.023
C 3.06935 2.15233 4.15429 0.177 0.150 -1.446 -0.233
C 2.14659 2.42642 5.27540 -1.047 1.305 0.820 -0.192
O 0.79228 2.70871 4.80018 1.116 -0.100 0.372 -0.233
C 0.06286 3.63894 5.61420 0.603 -0.902 0.698 -0.088
H 2.53686 6.29797 -0.29254 0.210 0.036 0.915 0.085
H 4.21047 6.04204 -0.52112 0.405 -0.101 0.150 0.074
H 3.77347 6.97999 0.95277 -0.558 -0.728 -0.642 0.105
H 5.09137 5.09513 2.16793 -0.409 -0.693 -0.630 0.143
H 5.19908 4.09394 0.65964 0.589 0.029 -0.430 0.106
H 5.31972 2.83399 2.56942 1.438 -0.734 1.155 0.102
H 4.03740 2.25445 1.59272 -0.408 0.321 0.414 0.101
H 2.62955 3.89467 3.07352 0.410 -0.549 0.168 0.116
H 3.95522 1.63156 4.49630 0.472 0.281 0.442 0.122
H 2.64337 1.40619 3.48992 -0.511 -0.361 -0.359 0.093
H 2.55199 3.36314 5.75062 -0.476 -0.887 0.038 0.132
H 2.10992 1.58691 5.98493 0.056 0.269 -0.052 0.128
H -0.59446 4.14331 4.93301 -0.359 0.369 -0.079 0.055
H 0.78291 4.32703 6.08084 -0.361 0.111 -0.165 0.084
H -0.49891 3.12893 6.43997 0.390 0.230 -0.690 0.097
C -8.32332 -0.94232 -4.71820 -1.461 -0.543 0.768 -0.112
O -7.75406 -0.92226 -3.43339 0.689 -0.010 0.154 -0.192
C -6.55775 -1.67717 -3.31976 0.950 0.631 -0.994 -0.242
C -5.85400 -1.23239 -2.06783 1.325 -1.858 0.827 -0.223
N -4.99719 -0.02948 -2.17264 -2.903 0.397 0.164 -0.046
C -4.36326 0.34187 -0.90206 0.533 -0.912 0.204 -0.208
C -3.60083 1.61497 -1.20588 0.817 -1.187 1.510 -0.261
O -4.55222 2.60015 -1.42886 -0.187 0.555 -0.351 -0.169
C -4.01690 3.72203 -2.10052 1.329 -1.202 0.307 -0.082
H -8.89999 -0.02592 -4.82638 -0.269 -0.082 0.074 0.086
H -8.99654 -1.83433 -4.75975 0.362 0.617 -0.464 0.099
H -7.62131 -0.94059 -5.52046 0.858 -0.250 -0.520 0.072
H -5.84401 -1.33518 -4.08664 -0.417 -0.535 -0.600 0.101
H -6.71567 -2.78914 -3.38380 -0.015 0.954 0.167 0.139
H -5.15363 -2.07956 -1.76710 -0.985 0.851 0.006 0.136
H -6.69835 -1.14281 -1.39995 0.101 0.176 1.173 0.113
H -5.72366 0.70077 -2.31355 0.945 -0.131 -0.403 0.127
H -3.70249 -0.52107 -0.67241 0.032 0.790 0.086 0.106
H -4.98578 0.50421 0.01802 -0.143 -0.193 -0.958 0.120
H -2.98721 1.36927 -2.05957 0.210 0.363 -0.775 0.111
H -2.87749 1.84457 -0.38094 -0.687 0.193 -0.370 0.111
H -4.79994 4.40430 -2.27258 -0.841 0.827 -0.321 0.075
H -3.49943 3.41291 -3.01947 -0.416 0.064 -0.167 0.092
H -3.22991 4.16123 -1.49245 0.069 0.427 0.304 0.079
C 4.11368 -5.30532 -6.16954 0.785 -1.869 -0.474 -0.129
O 3.80291 -6.04943 -5.00484 1.377 0.236 1.153 -0.208
C 5.05562 -6.45377 -4.30730 -1.581 -0.317 -2.279 -0.193
C 5.64304 -5.32544 -3.55228 1.097 1.119 0.991 -0.214
N 4.86205 -5.18936 -2.30624 0.954 -1.479 -1.889 -0.072
C 5.13999 -4.03196 -1.57713 -0.430 1.380 1.144 -0.259
C 4.13529 -3.93081 -0.42331 0.159 0.448 -0.496 -0.191
O 2.81988 -3.55402 -0.95509 1.239 -0.013 0.408 -0.193
C 1.79006 -3.89755 -0.06159 1.190 -0.328 0.987 -0.124
H 4.61588 -6.06536 -6.85080 -0.289 1.256 0.236 0.103
H 4.75155 -4.42245 -6.02491 -0.109 -0.254 0.124 0.075
H 3.18066 -5.01942 -6.60409 -0.563 0.308 -0.331 0.072
H 5.69180 -6.92726 -5.07164 0.196 0.475 0.135 0.118
H 4.75774 -7.26037 -3.66096 -0.157 -0.126 0.537 0.117
H 5.71700 -4.33368 -4.14370 -0.255 -1.410 0.660 0.132
H 6.68922 -5.58339 -3.26824 -0.494 0.185 -0.209 0.128
H 3.92198 -5.20774 -2.61500 -1.337 0.145 -0.023 0.096
H 5.09209 -3.11255 -2.20110 0.229 -0.127 0.362 0.115
H 6.13277 -4.14307 -1.12466 -0.008 0.380 -0.103 0.128
H 4.55543 -3.19420 0.31602 -0.843 -0.722 -0.564 0.100
H 4.08731 -4.94813 -0.01547 -0.202 0.216 0.298 0.123
H 0.89786 -3.35699 -0.22441 -1.037 0.454 -0.983 0.068
H 2.03246 -3.61363 0.95946 0.395 0.058 0.364 0.054
H 1.64307 -4.96919 -0.03286 -0.343 -0.401 -0.187 0.092
C 0.88114 -4.70288 3.49287 0.093 -0.681 1.503 -0.091
C 0.52843 -3.38865 4.14323 0.112 -0.178 0.118 -0.326
O -0.80354 -3.52960 4.59482 -0.519 0.712 -0.024 -0.091
H 1.82404 -4.69270 2.98293 0.114 0.271 -1.080 0.055
H -0.01116 -5.09999 3.01096 0.363 0.229 -0.765 0.085
H 1.09936 -5.44705 4.24440 -0.185 -0.301 0.686 0.066
H 0.65182 -2.63785 3.37660 -0.333 0.720 -0.293 0.086
H 1.18251 -3.08782 4.97988 0.008 -0.326 -0.231 0.119
H -1.20199 -2.65037 4.74938 0.246 -0.261 0.230 0.050
C -3.98718 2.02654 3.68178 0.032 -0.813 -0.881 -0.051
C -4.50249 0.77356 2.87137 1.790 1.185 -0.071 -0.257
O -4.29553 -0.38102 3.69394 -0.107 0.719 0.652 -0.099
H -4.36110 2.98124 3.29364 -0.232 -0.347 0.045 0.073
H -2.89147 2.12470 3.66328 -0.227 -0.347 -0.070 0.064
H -4.27778 1.88654 4.70989 -0.249 0.178 0.431 0.064
H -3.84189 0.66509 1.97578 -0.838 0.170 0.417 0.088
H -5.55011 0.90110 2.59570 -0.002 -0.152 0.019 0.108
H -4.27736 -1.16585 3.16202 -0.114 -0.508 -0.537 0.066
C -0.10122 6.79550 1.73418 0.833 0.002 0.558 -0.086
C -1.07153 5.64917 1.95688 0.825 -0.916 0.010 -0.303
O -0.37751 4.66166 2.72635 -1.052 1.239 1.336 -0.121
H 0.90475 6.39054 1.38743 -1.306 0.669 0.416 0.069
H 0.01391 7.29597 2.75335 0.163 -0.553 -1.400 0.097
H -0.50825 7.52645 1.03486 0.166 0.102 -0.063 0.063
H -1.49475 5.13397 1.08189 0.253 0.559 -0.237 0.106
H -1.90919 6.05446 2.51707 -0.246 -0.303 0.314 0.101
H -0.05560 3.91590 2.22919 0.336 -0.419 -1.078 0.002
C -2.56240 -2.35482 7.66086 -0.044 1.139 0.741 -0.082
C -3.21296 -1.86401 6.42715 1.732 -0.279 -2.063 -0.310
O -2.29941 -1.05390 5.65109 0.412 0.264 -0.809 -0.128
H -3.20378 -3.11452 8.02691 -0.637 -0.793 0.770 0.068
H -2.50408 -1.54178 8.39409 0.192 -0.267 0.008 0.087
H -1.60488 -2.79720 7.51938 0.835 -0.215 -0.355 0.068
H -4.02677 -1.26131 6.65621 -1.872 0.802 0.380 0.092
H -3.48296 -2.73474 5.83003 -0.424 0.011 -0.187 0.114
H -2.71280 -0.61958 4.85226 -0.160 -0.799 1.394 0.066
```
Forces are in eV/Å.

For the relative energy (zero: lowest compared OMol25 entry of this formula, charge and spin), the calculation gives 16.3 kcal/mol. As for the lowest unoccupied orbital energy: 0.566 eV. For the total energy, the calculation gives -2815.3460 hartree. The calculation puts the frontier orbital gap at 9.409 eV. Its SMILES is COC[C@H](C)N.COC[C@H](C)N.COC[C@H](C)N.COCCNCCOC.COCCNCCOC.COCCNCCOC.CCO.CCO.CCO.CCO.